A structure of composition C29H23N5O7STl. Source: OMol25; level of theory: ωB97M-V with the def2-TZVPD basis set.

## Properties
* gap between HOMO and LUMO: 7.649 eV
* ΔE to the lowest compared entry with this formula, charge and spin: 0.00 kJ/mol
* spin multiplicity: 1
* max |F|: 0.0037 hartree/bohr
* net charge: -1

Last column: Löwdin charge in e.
Cartesian coordinates (Å):
Tl  0.33324  -1.21889  1.33664  1.028
C  4.52654  -0.55227  0.63424  -0.047
O  4.74107  -1.78090  -0.06448  -0.084
C  3.76596  -2.13618  -0.95629  -0.231
C  4.11501  -2.25754  -2.28132  -0.001
C  3.19232  -2.67812  -3.24497  -0.100
C  1.90825  -2.95920  -2.84902  -0.075
C  1.50904  -2.81387  -1.50908  -0.167
C  0.12519  -3.11274  -1.20432  -0.060
N  -0.48459  -2.69493  -0.16217  -0.087
N  -1.80097  -3.02023  0.05321  0.041
C  -2.08038  -2.91502  1.34382  -0.514
O  -1.25897  -2.58862  2.26325  -0.118
C  -3.49358  -3.18874  1.73472  -0.149
C  -3.91291  -2.85715  3.01779  -0.019
C  -5.22572  -3.08457  3.40227  -0.081
C  -6.12429  -3.65011  2.50884  -0.099
C  -5.70614  -3.98803  1.22794  -0.091
C  -4.39569  -3.75857  0.84089  -0.035
C  2.44216  -2.41808  -0.50912  -0.310
O  2.16407  -2.33569  0.76144  -0.136
H  5.47620  -0.29983  1.10057  0.092
H  3.75895  -0.66493  1.39771  0.077
H  4.24777  0.24411  -0.06192  0.092
H  5.13560  -2.01805  -2.55337  0.120
H  3.48930  -2.77796  -4.27999  0.094
H  1.17233  -3.29162  -3.57373  0.104
H  -0.43939  -3.73437  -1.90312  0.134
H  -3.19746  -2.41638  3.69824  0.118
H  -5.54821  -2.81792  4.40071  0.100
H  -7.14924  -3.82873  2.80938  0.096
H  -6.40429  -4.43299  0.52996  0.096
H  -4.05570  -4.01908  -0.15195  0.103
O  3.31841  5.04210  -0.57810  -0.026
C  2.85089  4.24831  -1.40835  -0.712
O  2.66746  4.36380  -2.63753  -0.053
C  2.36236  2.89755  -0.82629  -0.094
C  2.00643  1.86254  -1.68502  0.003
C  1.45889  0.71057  -1.16475  -0.108
N  1.25338  0.56290  0.14836  0.031
C  1.61803  1.53126  0.99329  -0.183
C  2.18676  2.71065  0.53884  0.070
C  1.40613  1.29177  2.48877  -0.572
O  1.62268  2.20093  3.25846  0.087
O  0.99958  0.10550  2.86661  -0.122
H  2.14395  2.00248  -2.74885  0.119
H  1.17167  -0.12498  -1.79378  0.111
H  2.46823  3.48950  1.23226  0.133
N  -2.19724  -0.26900  -1.36264  0.115
C  -1.96402  0.72664  -0.48629  -0.801
S  -2.04438  0.38773  1.17324  0.761
N  -1.72149  1.93039  -1.02327  0.084
C  -1.23255  3.14817  -0.45997  -0.234
C  -0.57676  3.99535  -1.35008  -0.037
C  -0.02260  5.18279  -0.90939  -0.075
C  -0.11803  5.53184  0.43053  -0.071
C  -0.79444  4.69942  1.30636  -0.069
C  -1.36797  3.51035  0.87282  -0.053
H  -2.36281  -1.19826  -0.98652  0.061
H  -1.98215  -0.17178  -2.34121  0.110
H  -1.70249  1.95284  -2.03313  0.141
H  -0.43674  3.69702  -2.38394  0.119
H  0.54605  5.79050  -1.59960  0.113
H  0.36280  6.43245  0.78682  0.108
H  -0.86519  4.95583  2.35541  0.107
H  -1.88032  2.87001  1.57016  0.046

A structure of composition C29H24BGdN8O2S2. Source: OMol25; level of theory: ωB97M-V with the def2-TZVPD basis set.

## Properties
* gap between HOMO and LUMO (alpha / beta): 5.464 / 5.766 eV
* ΔE to the lowest compared entry with this formula, charge and spin: 0.00 kJ/mol
* spin multiplicity: 8
* max |F|: 0.0531 hartree/bohr
* net charge: 0

Last column: Mulliken spin population.
Cartesian coordinates (Å):
Gd  -11.41716  -0.40988  16.37670  7.288
S  -12.45200  -0.76491  13.74239  -0.045
C  -10.91691  -1.40323  13.56632  -0.004
N  -10.01028  -1.52202  14.55857  -0.024
C  -8.74752  -1.95472  14.09838  0.000
C  -7.59412  -2.15200  14.87362  0.000
C  -6.50267  -2.74173  14.27480  0.000
C  -6.51874  -3.08582  12.92565  0.000
C  -7.63981  -2.88428  12.12025  -0.001
C  -8.77335  -2.30898  12.70508  -0.001
S  -10.34455  -2.02007  11.98331  -0.002
H  -7.59197  -2.02529  15.93913  0.001
H  -5.58896  -2.95376  14.82184  0.000
H  -5.59009  -3.43687  12.48442  0.000
H  -7.62036  -3.13202  11.05087  0.000
B  -11.99895  -2.90788  18.69649  -0.024
N  -10.66154  -2.07911  19.07044  0.013
C  -9.88095  -2.22777  20.15682  0.001
C  -8.80868  -1.31108  20.08279  -0.001
C  -8.98082  -0.64951  18.86894  0.004
N  -10.08986  -1.14331  18.20204  -0.052
N  -13.25650  -1.97421  18.39119  0.006
C  -14.39828  -1.74579  19.06244  -0.004
C  -15.34117  -1.06478  18.23182  -0.003
C  -14.65978  -0.93526  17.01528  -0.002
N  -13.40548  -1.47821  17.08917  -0.025
H  -12.22274  -3.51875  19.70775  0.000
H  -11.82159  -3.57599  17.70258  0.001
H  -10.13644  -2.89784  20.97294  0.000
H  -8.10336  -1.13918  20.89010  0.000
H  -8.38707  0.12047  18.39173  0.000
H  -14.60932  -2.02295  20.08209  0.000
H  -16.30644  -0.69875  18.48658  0.000
H  -14.93369  -0.54610  16.03597  0.000
C  -3.99174  0.06363  20.80766  0.003
O  -3.89010  1.15752  19.92298  0.018
C  -4.59448  2.30442  20.11070  0.115
C  -4.26114  3.38985  19.23043  -0.062
C  -5.14046  4.41519  18.91910  0.074
C  -6.42173  4.34006  19.45298  -0.060
C  -6.66005  3.44755  20.52826  0.095
C  -5.79107  2.46116  20.87266  -0.045
N  -7.44852  4.85708  18.70777  0.221
N  -8.58586  4.83478  19.28670  -0.147
C  -9.61063  4.38170  18.53515  0.024
C  -10.84374  4.27381  19.20138  -0.101
C  -11.72854  3.26119  18.90107  0.077
C  -11.38347  2.36925  17.85215  -0.130
O  -12.13736  1.31142  17.63899  -0.139
C  -10.21441  2.59414  17.07843  -0.007
N  -9.94517  1.60004  16.16841  -0.070
C  -9.08048  1.89437  15.21518  0.030
C  -8.32954  3.10916  15.20244  -0.037
C  -8.43329  3.93837  16.28963  0.020
C  -9.30774  3.64057  17.33900  -0.014
H  -3.46037  -0.73599  20.24320  0.000
H  -5.04527  -0.26313  20.91406  0.001
H  -3.54493  0.29526  21.79234  -0.001
H  -3.30646  3.34847  18.70638  -0.004
H  -4.91184  5.16187  18.19021  0.000
H  -7.65506  3.52238  20.97839  0.012
H  -6.03963  1.79218  21.70759  -0.003
H  -11.00382  4.94118  20.02468  -0.004
H  -12.65131  3.09406  19.45346  0.005
H  -8.93078  1.15483  14.40080  0.003
H  -7.63629  3.28868  14.37097  -0.002
H  -7.85312  4.86126  16.30904  0.001

A structure of composition C29H24Br2N7O2PrS4. Source: OMol25; level of theory: ωB97M-V with the def2-TZVPD basis set.

## Properties
* gap between HOMO and LUMO (alpha / beta): 5.267 / 5.278 eV
* ΔE to the lowest compared entry with this formula, charge and spin: 139.58 kJ/mol
* spin multiplicity: 3
* max |F|: 0.1054 hartree/bohr
* net charge: 0

Last column: Mulliken spin population.
Cartesian coordinates (Å):
Pr  12.89635  9.40972  9.27163  2.015
C  14.74692  5.53737  11.30078  0.000
C  13.79411  6.56864  10.82849  -0.004
N  13.73839  7.01717  9.59198  0.004
N  14.90442  6.69296  8.83780  0.001
C  14.99718  6.92430  7.50483  -0.001
N  16.03148  6.27598  6.91347  0.000
S  13.95489  7.89706  6.53510  -0.001
C  12.87872  7.15119  11.75082  0.004
C  13.11396  7.10520  13.14500  0.001
C  12.17436  7.69920  13.97631  0.000
C  11.02781  8.31421  13.42016  0.000
C  10.91427  8.39853  12.04645  0.000
N  11.87505  7.92504  11.24634  0.001
H  14.87360  4.75575  10.52504  0.000
H  14.32171  5.07811  12.18774  0.000
H  15.74830  5.95625  11.53781  0.000
H  15.69746  6.39442  9.39257  0.000
H  16.76328  5.82565  7.46982  0.000
H  16.15016  6.33825  5.91544  0.000
H  13.97642  6.59212  13.54792  0.000
H  12.38486  7.71373  15.05710  0.000
H  10.22672  8.69942  14.06945  0.000
H  10.08356  8.88291  11.53667  0.000
Br  10.31814  6.80522  5.43239  0.000
C  9.45663  8.10307  6.47182  0.000
C  8.12384  8.38024  6.22668  0.000
C  7.43424  9.36004  6.92514  -0.001
Br  5.62117  9.68385  6.45247  0.000
C  8.04327  10.12026  7.93992  0.000
C  7.40793  11.13537  8.70658  0.000
C  8.15662  11.76354  9.68705  0.000
C  9.47463  11.31616  9.95155  0.001
N  10.07948  10.38442  9.26591  0.000
C  9.40007  9.79283  8.26528  0.006
C  10.11953  8.78389  7.55117  -0.009
O  11.30990  8.47182  7.92358  0.001
H  7.60550  7.84390  5.41113  0.000
H  6.36680  11.39384  8.49146  0.000
H  7.77146  12.64984  10.21219  0.000
H  10.05965  11.77700  10.73837  0.000
S  12.72860  11.57644  11.50531  -0.010
C  14.04374  10.77383  12.23340  0.000
S  15.01946  9.52322  11.57790  -0.008
C  14.40829  11.17078  13.52214  0.002
C  15.47608  10.58827  14.19116  -0.001
N  16.36714  10.16986  14.86358  0.000
C  13.77082  12.23825  14.13044  -0.001
N  13.32348  13.16541  14.71324  0.000
C  9.45726  13.48290  6.62038  0.000
C  10.84629  12.89655  6.71428  0.000
C  11.67270  13.20464  7.79050  0.001
C  12.93754  12.64426  7.91635  -0.002
C  13.44741  11.81649  6.90610  0.000
C  12.67217  11.57281  5.76671  0.002
C  11.36272  12.05704  5.71154  -0.001
S  14.98980  11.05782  7.19105  -0.001
C  16.03843  12.57847  7.21836  0.000
O  14.81096  10.59580  8.62678  0.001
H  9.07285  13.76880  7.58719  0.000
H  8.76896  12.77299  6.16558  0.000
H  9.45758  14.37374  5.98309  0.000
H  11.30228  13.82725  8.60272  0.000
H  13.48959  12.79650  8.85145  0.001
H  13.06497  10.98464  4.91688  0.000
H  10.70800  11.79470  4.86433  0.000
H  16.03562  12.97312  8.21194  0.000
H  15.65660  13.29852  6.49568  0.000
H  17.04681  12.23385  6.98351  0.000